1.
C25H21Cl5N4O5S2SiSr | ωB97M-V with the def2-TZVPD basis set

Each line ends with the Mulliken charge.
Element x y z (Å)
Sr -0.88810 0.52451 0.49641  2.2439
O -0.71107 5.68850 4.03155  -0.5757
C -1.05545 4.55689 3.34316  1.2138
C -1.58056 4.63038 2.05648  -0.0988
C -1.83278 3.44747 1.38348  -0.5678
N -1.59995 2.26983 1.94113  -0.7002
C -1.12572 2.18934 3.17934  0.2249
C -0.85223 3.31518 3.93758  -0.6434
C -0.89831 0.73429 3.63571  0.3530
O -1.03129 0.48468 4.83528  -0.7611
O -0.62392 -0.03777 2.67665  -0.8222
C -2.33542 3.37563 -0.07139  0.3090
O -2.90299 4.38305 -0.51381  -0.7980
O -2.10155 2.27963 -0.64857  -0.6721
H -0.85627 6.44325 3.45347  0.2893
H -1.76515 5.57652 1.56083  0.4154
H -0.47281 3.21576 4.94520  0.5210
C -0.00428 -5.37696 -1.52711  -0.9472
Si -1.85874 -5.07136 -1.64748  0.2480
C -2.33734 -5.31993 -3.48042  -1.0996
C -2.72766 -6.48906 -0.71147  -1.1225
C -2.62674 -3.44057 -1.10220  0.2941
C -3.97520 -3.25092 -1.34367  -0.1360
C -4.59426 -2.02650 -1.09317  -1.1397
C -3.80149 -0.99846 -0.62508  -0.3778
N -2.51318 -1.14277 -0.33478  -0.5311
C -1.90560 -2.34607 -0.51556  0.4551
S -0.30007 -2.47541 0.00176  -0.4915
H 0.26796 -6.32160 -2.00992  0.3071
H 0.31165 -5.40699 -0.48656  0.3002
H 0.55349 -4.56865 -1.99665  0.2467
H -1.99714 -6.29319 -3.84262  0.3106
H -1.88915 -4.55019 -4.11125  0.3117
H -3.41918 -5.27271 -3.62334  0.3154
H -2.37921 -7.45704 -1.07987  0.2783
H -3.81129 -6.45164 -0.84026  0.3218
H -2.51630 -6.43538 0.35749  0.3267
H -4.56757 -4.06931 -1.74643  0.2216
H -5.64626 -1.87406 -1.29382  0.3427
H -4.20757 -0.00263 -0.47193  0.5051
C 4.33304 0.03009 0.55074  -0.9100
N 4.26037 1.29077 1.25034  0.3119
C 4.59437 2.53294 0.73794  -0.1571
C 4.16620 3.46612 1.60407  -0.7175
N 3.58362 2.79154 2.66244  0.0836
C 3.63182 1.44371 2.45111  -0.3138
S 3.18086 0.25788 3.51335  -0.3922
H 4.76669 0.19629 -0.43338  0.3224
H 3.32969 -0.38406 0.43852  0.2941
H 4.93967 -0.68025 1.11352  0.3068
H 5.12335 2.64065 -0.19156  0.4864
H 4.21409 4.53687 1.54928  0.4036
H 3.04494 3.19236 3.40823  0.2525
Cl 1.42795 -1.08957 -2.58827  -0.1481
C 1.79790 0.58168 -2.30476  0.6500
C 1.20249 1.21961 -1.21491  -1.6577
C 1.56062 2.55734 -1.09188  1.3866
Cl 0.89588 3.46572 0.22740  -0.0575
C 2.42295 3.23165 -1.95614  -0.5994
Cl 2.82162 4.90335 -1.72344  -0.2076
C 3.01037 2.53782 -3.00596  0.5731
Cl 4.15156 3.32011 -4.04404  -0.2461
C 2.68957 1.19653 -3.18528  -0.3084
Cl 3.42908 0.32508 -4.48550  -0.2265

Cartesian forces, eV/Å:
1.226 -1.012 -1.957
0.001 -0.081 0.155
-0.047 -0.213 -0.252
-0.033 0.075 0.054
-0.307 0.141 -0.029
-0.400 0.851 0.745
-0.076 -0.080 0.225
0.076 0.109 0.078
0.016 0.122 0.557
0.074 0.128 -0.061
0.083 -0.238 1.340
-0.229 0.469 -0.165
0.112 -0.034 0.109
-0.339 0.336 -0.044
-0.039 0.021 -0.045
-0.023 -0.014 -0.039
0.008 -0.003 -0.006
-0.177 0.116 0.003
-0.194 -0.402 -0.131
0.048 0.065 0.275
0.157 0.243 -0.135
0.148 0.112 -0.052
0.160 -0.077 -0.008
-0.185 0.035 -0.046
-0.075 -0.089 -0.028
-0.788 -0.531 -0.350
-0.239 -0.195 -0.074
0.421 -0.262 0.252
-0.147 -0.041 -0.045
0.008 0.026 0.048
0.015 0.045 -0.016
0.036 -0.038 0.019
0.030 0.039 0.012
-0.024 0.024 0.024
0.025 -0.033 -0.012
-0.030 0.039 -0.008
0.018 0.021 0.036
-0.020 0.011 -0.048
0.002 0.030 0.015
-0.004 0.011 -0.006
0.019 -0.230 0.022
-0.300 0.348 0.070
0.079 0.064 -0.161
0.003 0.093 0.009
0.029 -0.019 -0.391
0.420 0.029 0.253
-0.288 -0.288 0.129
-0.013 0.044 0.000
0.027 0.003 -0.024
-0.012 0.017 0.002
-0.108 0.007 -0.098
-0.024 0.030 -0.017
0.023 -0.075 0.074
-0.046 -0.313 -0.124
0.020 0.477 0.227
0.449 0.240 -0.352
0.277 -0.442 -0.538
0.050 0.258 0.406
0.066 0.007 0.115
0.025 0.143 0.031
-0.061 -0.036 0.111
0.041 0.046 -0.091
-0.041 -0.034 0.109
0.077 -0.094 -0.151

Summary:
Spin multiplicity: 1
Gap between HOMO and LUMO in hartree: 0.2210
M in g mol⁻¹: 814.57
Total charge: -2


2.
C13H19ClN2OSi | ωB97M-V with the def2-TZVPD basis set

Each line ends with the Mulliken charge.
Element x y z (Å)
Cl -2.40567 2.35931 -4.43928  -0.2324
N 3.22288 -2.13459 -0.57244  -0.7985
O 3.55282 -2.78286 1.60937  -0.4612
C 3.75903 -3.00573 0.24306  0.3704
C -2.67742 3.95340 -0.81457  -0.5767
C -2.71885 3.75200 -2.16774  -0.5475
C -2.25091 2.93502 0.03217  -0.4734
C -1.89178 1.53270 -1.89134  -0.2848
C -2.34460 2.54078 -2.69698  -0.0182
C -1.82413 1.71342 -0.52668  0.8011
N 4.47283 -4.08068 -0.22089  -0.3721
C 2.82634 -1.56831 1.67339  -0.5073
C 1.22957 -0.96337 -0.18445  -1.2983
C -1.91066 0.60793 2.30604  -1.2469
C -2.02864 -1.24862 -0.20999  -1.2040
C 0.53859 0.14820 0.57342  -0.5138
C 2.66680 -1.10400 0.19189  0.7411
Si -1.32165 0.32450 0.53424  0.0666
H -3.12079 4.82333 -0.39508  0.3836
H -3.15576 4.47095 -2.80374  0.4325
H -2.13618 3.15236 1.09407  0.2077
H -1.55533 0.63206 -2.35904  0.4170
H 4.65023 -4.20044 -1.19581  0.2179
H 4.95860 -4.72768 0.37299  0.2185
H 1.86530 -1.74196 2.10698  0.3313
H 3.37336 -0.83360 2.28260  0.2845
H 0.71568 -1.90751 0.01426  0.2930
H 1.11222 -0.78187 -1.24992  0.3258
H -1.49637 -0.15602 2.94869  0.3590
H -2.98526 0.52217 2.25240  0.3526
H -1.61373 1.58629 2.68557  0.3529
H -3.00626 -1.15354 -0.67367  0.3858
H -2.05768 -2.04072 0.55274  0.3204
H -1.39337 -1.57436 -1.02921  0.3854
H 0.71155 0.02370 1.63984  0.3778
H 1.03448 1.09043 0.31413  0.4852
H 3.20473 -0.16269 0.00295  0.4249

Cartesian forces, eV/Å:
0.008 -0.162 0.283
2.420 -2.893 0.479
1.113 -1.258 -1.497
-1.015 1.581 -1.571
-0.217 -0.825 0.741
-0.407 -0.291 -0.059
0.749 0.014 -0.609
0.161 -0.024 -0.446
0.210 0.419 -0.743
-0.653 1.194 0.765
-0.165 -0.093 1.440
0.454 1.257 -0.432
-1.331 0.331 0.004
0.329 0.088 -0.962
-0.008 -0.133 0.228
0.207 0.531 0.318
-0.345 0.678 0.884
0.363 -0.913 0.491
0.030 0.840 0.223
-0.215 0.844 -0.642
-0.300 -0.298 -0.190
0.059 -0.582 -0.110
-0.267 0.485 -0.267
-0.227 0.222 0.334
-0.625 -0.309 0.475
-0.086 -0.367 -0.090
0.147 -0.176 -0.012
0.245 -0.077 -0.249
-0.014 -0.249 0.258
-0.463 0.080 0.413
-0.102 -0.034 0.037
-0.318 0.163 0.292
-0.021 0.064 -0.311
0.309 -0.178 0.005
0.294 -0.035 0.358
-0.176 0.127 0.054
-0.143 -0.022 0.111

Summary:
Spin multiplicity: 1
Gap between HOMO and LUMO in hartree: 0.3406
M in g mol⁻¹: 282.85
Total charge: 0


3.
C2H4N2OS | ωB97M-V with the def2-TZVPD basis set

Each line ends with the Mulliken charge.
Element x y z (Å)
C 0.39066 -1.22368 -0.17140  0.1201
C 0.21744 1.27403 -0.17970  0.1599
H -2.36246 0.11951 1.15291  0.1693
H -0.30056 -2.02661 -0.35034  0.3666
H 2.02981 -0.41346 0.21416  0.3251
H -0.59477 1.99868 -0.36702  0.3572
N -0.34529 -0.02022 -0.05069  -0.1564
N 1.64218 -1.34792 -0.05331  -0.6477
O 1.40512 1.62181 -0.05475  -0.5484
S -2.08215 0.01786 -0.13985  -0.1455

Cartesian forces, eV/Å:
0.313 0.188 0.417
2.165 0.732 0.631
0.097 -0.025 0.504
0.056 -0.654 -0.231
-0.039 -0.919 -0.459
0.332 -0.022 -0.005
-0.249 1.792 -0.222
-0.402 1.006 0.363
-2.973 -1.534 -0.396
0.700 -0.564 -0.602

Summary:
Spin multiplicity: 1
Gap between HOMO and LUMO in hartree: 0.3915
M in g mol⁻¹: 104.13
Total charge: 0


- total charge of number 2 (C13H19ClN2OSi)?
  0